202
Properties=species:S:1:pos:R:3:forces:R:3 method="wB97M-V/def2-TZVPD" largest_force_ev_per_a=3.98 gap_ev=9.99 total_energy_ev=-250072.963 charge=0
O 4.63744 -0.89481 2.78704 -0.27 0.68 -0.45
S 5.12577 -1.37953 4.04191 -2.66 -0.39 -1.82
O 4.40420 -2.48497 4.57855 0.45 -0.76 0.63
O 6.57539 -1.74012 3.83801 2.40 -0.60 0.00
C 7.46185 -1.10419 2.78684 -1.18 0.13 1.58
C 8.02621 -2.17819 1.95545 0.61 0.06 -1.50
C 5.12718 -0.15057 5.21021 3.65 1.41 0.22
H 8.23739 -0.66576 3.40469 0.05 0.40 -0.10
H 6.84145 -0.35266 2.28084 0.35 -0.33 -0.02
H 7.26987 -2.73161 1.38882 0.05 0.17 0.15
H 8.61305 -2.89192 2.54976 -0.02 0.36 -0.29
H 8.65783 -1.60839 1.21089 -0.28 -0.98 0.64
H 5.61096 0.75637 4.78508 -0.52 -0.48 0.06
H 5.82525 -0.46626 5.99602 -0.47 -0.08 0.10
H 4.19179 0.07750 5.56687 -2.28 0.37 0.71
O -2.18283 4.74386 2.53991 1.09 1.11 1.34
S -2.77932 3.61639 1.93512 -1.01 -0.40 -1.63
O -3.97031 3.04639 2.48954 0.42 -0.60 0.53
O -3.31674 4.10477 0.53625 0.02 0.14 -0.27
C -2.36661 4.78163 -0.34048 -0.42 -1.07 -0.45
C -3.14944 5.39048 -1.49811 0.80 -0.20 0.45
C -1.52871 2.38876 1.58758 0.48 0.50 1.18
H -1.71744 3.93240 -0.63070 0.20 1.08 -0.31
H -1.87613 5.58539 0.20093 0.29 -0.19 0.19
H -3.60859 6.30853 -1.13265 -0.58 -0.25 -0.15
H -3.81091 4.65966 -1.97575 -0.01 0.40 0.23
H -2.40589 5.71866 -2.21748 0.10 -0.06 -0.33
H -0.63367 2.78070 1.03458 -1.08 -0.15 0.42
H -2.03749 1.58799 1.09334 -0.04 -0.41 -0.39
H -1.20102 2.04413 2.59503 -0.16 0.22 -0.64
O 1.14494 0.92679 -7.77768 -1.34 -0.18 0.91
S 0.19030 0.36309 -6.83915 0.46 0.89 -0.86
O -1.09206 -0.11073 -7.26876 -0.02 0.08 -0.09
O 0.97634 -0.75375 -6.15843 1.41 -2.31 0.29
C 0.37704 -1.84099 -5.34160 0.12 0.78 0.38
C 0.64110 -3.26023 -5.81591 -1.63 0.77 -1.42
C -0.03405 1.45865 -5.47275 -1.12 1.35 -0.22
H -0.68664 -1.58228 -5.35713 0.09 -0.49 0.45
H 0.87431 -1.67030 -4.39285 -0.48 -0.02 0.29
H -0.03889 -3.94527 -5.30599 -0.05 0.21 0.31
H 1.63160 -3.63597 -5.65411 0.62 0.14 -0.27
H 0.27473 -3.27426 -6.87088 0.84 -0.39 0.50
H 0.96188 1.80213 -5.17253 -0.32 -0.01 -0.14
H -0.57948 1.01075 -4.60921 0.42 -0.04 -0.85
H -0.68364 2.30557 -5.87486 1.03 -0.89 0.64
O 2.92108 2.67583 5.30294 0.00 0.06 -0.37
S 1.50283 2.80664 5.17264 -0.06 -1.14 2.72
O 0.82818 2.63162 3.93681 -0.28 0.04 -1.06
O 0.91471 1.67135 6.21087 0.81 2.07 -1.13
C -0.34976 1.05707 5.83952 0.19 0.92 0.43
C -1.50941 2.00211 6.00175 -1.01 0.20 0.29
C 1.09882 4.42607 5.84445 -0.23 -0.42 0.19
H -0.35460 0.27289 6.56124 -0.40 -0.85 0.19
H -0.22984 0.70732 4.84365 -0.19 -0.68 -0.68
H -1.34481 2.69485 6.81234 0.30 0.18 0.50
H -2.44443 1.49023 6.28058 0.39 -0.12 -0.31
H -1.74282 2.62683 5.14238 0.17 -0.18 -0.33
H 0.35670 4.94196 5.25876 -0.31 -0.11 -0.37
H 2.01524 4.96903 5.85180 0.76 0.39 -0.28
H 0.78282 4.40355 6.87549 -0.23 -0.49 0.27
O -2.21261 -0.62345 2.93861 -1.40 0.20 0.53
S -3.64638 -0.67573 3.19615 1.53 -0.87 -1.21
O -4.21195 -1.91371 3.66661 0.13 0.00 0.13
O -3.97807 0.46375 4.17627 -1.41 0.31 0.99
C -5.39001 0.47322 4.78064 0.99 0.35 -0.11
C -6.26735 1.48883 4.07603 0.11 0.44 -0.90
C -4.50471 -0.22956 1.72845 0.16 -0.81 -0.03
H -5.12699 0.90414 5.72844 -0.15 -0.19 0.70
H -5.73821 -0.56547 4.90256 0.17 0.53 -0.33
H -7.24597 1.63775 4.58734 0.70 -0.38 -0.31
H -6.42307 1.26745 2.98973 -0.09 0.05 0.98
H -5.71655 2.44911 4.10617 -0.41 -0.43 -0.07
H -3.90826 -0.62998 0.90157 -0.38 -0.14 0.12
H -4.52389 0.83844 1.61678 -0.09 0.39 0.18
H -5.48989 -0.70236 1.83180 0.21 0.36 -0.36
O 2.12192 -0.90441 -2.47281 -1.78 0.44 0.76
S 0.90631 -0.57035 -1.73495 1.40 1.35 -0.93
O -0.34992 -1.16523 -2.09900 0.06 -0.39 0.03
O 1.26920 -0.81876 -0.25280 0.38 -0.51 0.11
C 0.25985 -0.77769 0.76538 -0.84 -1.71 0.96
C 0.91313 -0.16074 2.01279 -0.95 0.78 -3.15
C 0.63761 1.20733 -1.64323 1.00 -0.96 0.49
H -0.07290 -1.82212 0.94256 0.53 0.32 0.00
H -0.68043 -0.33014 0.41541 0.46 0.58 0.03
H 1.87359 -0.64876 2.14090 0.16 0.43 0.34
H 0.21482 -0.33496 2.77671 -0.53 -0.09 1.43
H 0.89406 0.91392 1.69951 0.87 -0.58 1.05
H -0.13592 1.41075 -0.90900 -0.12 -0.13 -0.06
H 0.36358 1.57158 -2.60070 -0.30 0.36 -0.84
H 1.57161 1.66393 -1.30411 -0.22 -0.22 -0.22
O 0.48888 -3.75757 4.58048 0.56 0.21 0.13
S 0.86833 -2.73544 5.52787 -0.01 0.05 -2.26
O 1.25053 -1.44563 4.99508 -0.35 -0.69 0.64
O -0.31606 -2.63164 6.52266 0.09 0.51 1.58
C -1.65231 -2.81234 6.05685 -0.75 0.34 -0.36
C -2.16080 -4.21909 6.09899 -0.06 -0.45 0.38
C 2.10914 -3.26950 6.60685 -0.86 -1.03 0.69
H -1.69682 -2.53489 5.01165 0.00 0.52 -0.17
H -2.27695 -2.12972 6.65490 0.31 -0.19 -0.26
H -3.10123 -4.12492 5.53571 0.26 -0.72 0.02
H -2.36690 -4.62856 7.08743 -0.16 0.38 0.23
H -1.42530 -4.91163 5.67847 -0.42 0.22 -0.52
H 2.98997 -3.31581 5.99849 0.61 -0.16 -0.10
H 1.79123 -4.24592 7.05960 0.47 0.93 -0.48
H 2.16620 -2.48855 7.34668 0.31 0.14 0.41
O -2.37741 2.43569 -2.36598 1.63 1.76 -0.96
S -3.20348 1.38803 -1.95191 -1.64 -0.34 -0.06
O -3.14041 0.99690 -0.57866 0.18 -0.62 0.40
O -4.67020 1.83475 -2.28179 0.19 -0.13 0.45
C -5.73588 1.00304 -1.72885 -2.21 3.02 -1.35
C -6.23630 1.67346 -0.46966 -0.50 -0.87 0.66
C -3.13583 0.02273 -2.97308 0.17 -1.75 -0.22
H -5.55453 -0.03832 -1.67322 0.65 -0.94 0.08
H -6.48132 1.23265 -2.51745 0.08 -0.97 0.39
H -6.89711 0.98607 0.10281 0.29 0.37 -0.38
H -6.77375 2.61485 -0.61842 0.20 -0.23 -0.30
H -5.37326 1.86440 0.13014 0.40 0.36 0.63
H -3.71419 -0.70457 -2.40176 0.04 -0.35 -0.27
H -2.11408 -0.36420 -2.98174 -0.09 0.11 -0.23
H -3.62062 0.10055 -3.96362 0.53 0.51 0.56
O 1.94959 -4.28611 0.02056 0.53 -0.48 0.08
S 2.97423 -5.02019 0.72050 1.28 0.20 -0.17
O 3.13369 -6.44231 0.59231 -0.57 0.69 0.22
O 4.46880 -4.46001 0.29162 -1.25 -0.57 0.58
C 4.51503 -3.28898 -0.52707 1.46 1.08 0.78
C 4.41259 -3.61051 -1.98704 0.42 -0.04 0.10
C 2.91999 -4.52811 2.42168 1.35 -0.73 0.79
H 5.57019 -2.85259 -0.43446 -1.25 -0.77 0.42
H 3.86301 -2.53515 -0.05887 -0.15 -0.13 -0.79
H 3.44001 -3.93208 -2.34179 -0.20 0.16 0.06
H 5.14582 -4.42604 -2.16707 -0.36 0.60 -0.16
H 4.73800 -2.67083 -2.43985 -0.18 -0.32 -0.69
H 2.08498 -4.99529 2.97197 0.35 0.29 -0.50
H 2.93879 -3.45671 2.51157 -0.57 0.54 -0.29
H 3.90904 -4.78915 2.87701 -0.90 -0.33 -0.38
O 1.70627 5.66273 -0.58973 0.06 1.51 -0.04
S 1.68905 4.67192 0.41508 1.34 -0.48 -0.19
O 1.15687 3.42545 0.00886 -1.05 -1.60 0.14
O 3.22864 4.41727 0.79757 -1.35 1.27 -0.48
C 3.45946 3.41117 1.74575 0.96 -0.70 2.63
C 3.68018 2.05202 1.16388 0.56 -0.45 0.58
C 0.92500 5.17591 1.92335 0.20 -0.90 0.13
H 2.74335 3.35665 2.60308 -0.14 0.26 -1.10
H 4.36146 3.73611 2.29654 -0.08 -0.09 -0.50
H 3.90903 1.35178 2.01630 0.11 0.53 -1.09
H 4.44661 2.11886 0.38769 0.31 -0.30 0.35
H 2.81282 1.68038 0.66830 -0.79 -0.27 -0.21
H 1.70670 5.73711 2.40812 -0.10 0.68 0.36
H 0.67149 4.28680 2.56056 0.09 0.86 -0.88
H 0.05158 5.74579 1.61366 0.03 0.08 0.36
C 1.80905 4.08356 -3.41870 -1.08 0.51 1.71
C 2.89365 5.05242 -3.89933 -0.28 -1.00 0.53
O 4.03057 4.29822 -4.30057 1.05 -0.22 -1.04
P 4.14569 3.32405 -5.56112 1.53 2.21 -0.61
O 5.37484 3.35880 -6.39722 -1.05 0.24 1.03
O 3.92322 2.00179 -4.78644 -0.03 -2.03 -0.17
C 4.16982 0.82407 -5.59505 -0.38 -1.28 -1.10
C 4.50848 -0.46850 -4.85974 0.37 1.07 -0.74
O 2.85886 3.67614 -6.39921 -1.42 -0.18 1.04
C 2.77443 4.08829 -7.74366 0.47 0.32 -1.05
C 1.59422 4.94929 -8.12176 0.03 -1.18 0.47
H 1.50148 3.32380 -4.14056 0.23 0.43 -0.03
H 2.07826 3.57466 -2.46630 0.52 0.13 -0.86
H 0.89616 4.60872 -3.02431 0.62 -0.07 -0.89
H 2.57600 5.71434 -4.69596 -0.19 0.03 -0.20
H 3.29651 5.63499 -3.07832 -0.38 0.26 0.17
H 3.27153 0.60995 -6.19324 -0.08 0.24 0.34
H 4.92944 0.96123 -6.37152 0.20 0.73 0.53
H 5.36658 -0.38626 -4.20821 0.24 0.17 0.24
H 3.65902 -0.80238 -4.31666 -0.59 -0.61 0.50
H 4.78929 -1.13189 -5.68697 -0.26 -0.27 0.38
H 3.70623 4.56036 -7.99016 0.50 0.26 -0.28
H 2.63305 3.23475 -8.35095 0.43 -1.30 -0.56
H 1.50192 5.76673 -7.47703 -0.23 1.57 0.80
H 1.64835 5.24233 -9.15614 0.38 0.28 -0.34
H 0.70432 4.35214 -8.05221 -0.63 -0.27 0.21
C -6.37432 -3.34718 1.16353 -1.03 1.23 -1.79
C -5.22302 -3.93631 0.40277 0.64 1.26 1.43
O -5.57423 -4.47819 -0.85114 0.05 0.10 -0.55
P -4.75400 -3.99581 -2.11422 0.99 -1.79 -1.02
O -4.79889 -2.57161 -2.44279 -0.24 0.46 0.12
O -5.36969 -5.03115 -3.17580 0.63 0.62 1.69
C -4.71870 -5.30330 -4.42896 1.25 0.49 0.17
C -3.81917 -6.58812 -4.40026 -1.72 1.63 -0.35
O -3.22050 -4.51090 -1.95971 -2.78 -1.93 -0.19
C -2.15009 -3.68044 -1.74000 0.52 3.14 1.71
C -0.83445 -4.35797 -1.51252 0.00 -1.14 -0.32
H -6.08602 -3.01786 2.13885 0.33 -0.40 0.83
H -6.71807 -2.38253 0.68044 -0.04 -1.20 0.13
H -7.15126 -4.10527 1.15236 -0.47 0.29 0.39
H -4.46577 -3.14597 0.35264 0.23 -0.25 -0.48
H -4.83867 -4.69985 1.04527 0.57 -0.85 -0.02
H -5.59091 -5.40034 -5.03534 -0.15 -0.37 -1.06
H -4.16730 -4.37797 -4.72622 -0.25 -0.78 -0.04
H -4.36579 -7.28688 -3.81577 -0.51 -0.99 0.24
H -3.65760 -6.94177 -5.41050 0.00 -0.13 -0.14
H -2.90271 -6.44616 -3.89836 1.12 0.47 0.43
H -2.12696 -2.97374 -2.56532 0.42 0.21 -0.06
H -2.36481 -3.04517 -0.80902 0.25 -0.63 -1.06
H -0.18572 -3.72950 -0.93621 0.34 0.47 0.08
H -0.93179 -5.27650 -0.91794 -0.18 0.15 -0.19
H -0.32763 -4.61380 -2.44832 -0.05 -0.03 0.11

---

68
Properties=species:S:1:pos:R:3:forces:R:3 method="wB97M-V/def2-TZVPD" largest_force_ev_per_a=2.27 spin_multiplicity=2 gap_ev="7.51 / 7.48" total_energy_ev=-56411.213 charge=-1
Ru 0.09362 0.08939 -0.19245 -0.36 1.90 1.18
C 4.50530 -0.43576 0.75869 0.15 -0.08 -0.10
C 3.99835 -1.37521 -0.30368 0.00 0.01 0.04
C 4.59154 -2.62789 -0.45245 0.07 0.05 0.06
C 4.16421 -3.51723 -1.42086 -0.01 0.00 -0.04
C 3.13408 -3.14526 -2.27254 0.03 0.00 0.03
C 2.52483 -1.90136 -2.16496 -0.05 0.10 -0.04
C 1.45592 -1.49401 -3.13957 0.17 -0.04 -0.04
C 2.94072 -1.01249 -1.15654 0.31 0.27 -0.02
N 2.24095 0.20536 -0.95777 -0.76 -1.28 0.38
C 2.89752 1.36853 -0.92167 -0.13 -0.21 -0.34
O 4.06492 1.59111 -1.25525 0.05 0.11 0.02
C 2.03806 2.50788 -0.44183 0.15 -0.12 -0.10
C 2.53991 3.77989 -0.24275 0.06 0.17 0.10
C 1.68121 4.75869 0.24021 -0.01 -0.07 0.01
C 0.35251 4.43825 0.48355 0.14 0.13 0.06
C -0.06321 3.14332 0.24003 -0.15 0.15 -0.06
N 0.76969 2.22060 -0.19983 -0.02 -0.25 -1.15
C -1.48319 2.70619 0.42028 -0.21 -0.29 0.19
O -2.34202 3.54969 0.68449 -0.05 0.09 0.06
N -1.64959 1.38845 0.25794 0.21 -1.25 -0.04
C -2.97917 0.88358 0.32155 -0.06 0.26 0.26
C -3.88800 1.17023 -0.69953 -0.05 0.09 -0.14
C -3.45745 1.99031 -1.88168 0.06 -0.02 0.03
C -5.19150 0.69716 -0.59565 -0.02 0.00 -0.01
C -5.59930 -0.04596 0.49897 -0.04 0.06 0.06
C -4.69435 -0.32016 1.51204 0.06 -0.06 -0.01
C -3.38301 0.13353 1.43318 0.05 0.11 0.09
C -2.40974 -0.13230 2.55079 -0.15 0.01 -0.08
H 5.15080 -0.96399 1.46274 -0.07 -0.03 0.05
H 3.68628 0.03878 1.30316 0.03 0.05 0.01
H 5.07351 0.37439 0.29971 0.00 -0.02 0.03
H 5.41231 -2.90341 0.20416 -0.06 0.04 0.00
H 4.63876 -4.48680 -1.51875 -0.04 0.01 0.00
H 2.79738 -3.83141 -3.04271 -0.01 0.05 0.00
H 1.17163 -2.33046 -3.77963 0.06 0.01 -0.01
H 1.80859 -0.67285 -3.76912 0.00 -0.01 0.00
H 0.56402 -1.14422 -2.63541 -0.17 0.05 0.06
H 3.58312 3.96103 -0.46237 -0.02 0.00 0.00
H 2.04640 5.76212 0.42687 -0.02 -0.02 -0.03
H -0.37373 5.14759 0.85300 -0.01 0.02 -0.03
H -2.54405 1.57547 -2.31537 -0.07 0.02 -0.01
H -3.25398 3.01876 -1.57131 -0.03 -0.04 -0.02
H -4.23265 1.99635 -2.64794 0.03 -0.03 0.00
H -5.89653 0.91661 -1.39017 0.05 -0.02 -0.01
H -6.62141 -0.40271 0.56833 0.06 -0.01 -0.02
H -5.00467 -0.89870 2.37749 0.04 0.02 -0.05
H -2.80333 -0.88220 3.24057 -0.01 0.05 -0.01
H -2.19788 0.78708 3.10498 0.02 -0.02 -0.01
H -1.46606 -0.48727 2.14395 0.02 -0.06 0.00
N 0.96683 0.11178 3.86193 0.00 0.41 -0.21
C 1.01760 -0.12180 2.53461 0.36 -0.42 0.70
O 0.81754 0.78167 1.72176 -0.08 0.01 0.28
C 1.35876 -1.48566 2.05166 -0.15 0.05 0.10
C 0.49708 -1.74521 0.84713 -0.47 0.42 -1.70
H 0.67541 1.02764 4.16276 -0.06 -0.01 0.02
H 0.92454 -0.64217 4.51922 0.10 -0.11 -0.02
H 1.24815 -2.22260 2.84889 -0.01 -0.13 0.04
H 2.40665 -1.46834 1.76046 0.12 0.03 0.04
H -0.46959 -2.16749 1.10408 -0.01 -0.02 0.02
H 0.98387 -2.37029 0.10208 0.08 -0.30 0.16
F -2.37327 -3.73010 -1.50897 0.03 0.01 -0.03
C -2.89629 -2.58175 -1.01902 0.06 0.04 0.17
F -2.50721 -2.50644 0.27122 -0.12 -0.10 -0.11
F -4.22287 -2.72366 -1.02336 -0.05 -0.01 -0.01
C -2.41489 -1.37048 -1.87097 0.15 0.03 0.07
O -3.11140 -1.06828 -2.82144 0.24 -0.01 0.06
O -1.29228 -0.90548 -1.49692 0.58 0.19 0.03

---

17
Properties=species:S:1:pos:R:3:forces:R:3 method="wB97M-V/def2-TZVPD" largest_force_ev_per_a=9.61 gap_ev=8.03 total_energy_ev=-84554.010 charge=0
O 2.38461 -2.24666 -1.34332 -3.78 6.12 4.21
C 1.77531 -1.25630 -0.68005 1.62 -2.83 -1.95
C 2.60433 -0.25821 0.35424 -1.74 3.18 0.94
C 2.06392 1.08115 0.80989 0.07 -3.54 -1.96
C 0.56045 1.58391 0.27656 -1.27 3.49 0.27
O 0.12343 2.84416 0.36301 2.70 -7.82 -0.44
C -0.39420 0.38872 -0.35990 1.02 -3.65 -1.34
C -2.05402 0.52831 -0.51388 0.94 0.09 0.60
C -2.65807 -0.73272 0.40426 -4.06 -4.02 -3.91
O -3.45180 -1.69377 -0.10396 5.69 6.72 3.84
Br -2.04114 -0.70896 2.34859 -0.71 -0.08 -1.97
C 0.15379 -0.95093 -0.81833 -0.08 3.75 1.50
H 3.65606 -0.62613 0.75619 -2.45 0.81 -1.14
H 2.65921 1.79417 1.52412 -1.31 -1.54 -1.63
H -2.38471 0.45077 -1.65016 0.69 -0.22 2.60
H -2.42310 1.57681 -0.10431 0.84 -2.37 -0.59
H -0.57407 -1.77431 -1.26294 1.84 1.89 0.96

---

10
Properties=species:S:1:pos:R:3:forces:R:3 method="wB97M-V/def2-TZVPD" largest_force_ev_per_a=3.38 e_above_lowest_kj_mol=830.5 gap_ev="8.83 / 8.90" total_energy_ev=-9206.616 charge=0
C 0.08134 0.80202 0.32058 -0.43 0.24 -2.14
C 0.53441 -0.49638 -0.29797 -2.67 -1.97 0.58
N 0.74107 1.90795 -0.19973 -0.57 0.58 -0.15
N 2.74883 0.24159 -0.21850 0.94 -0.78 0.21
O 3.82238 -0.03426 0.15771 -1.06 0.32 -0.28
O 1.81869 -0.78746 0.16181 0.93 -0.54 0.01
H -1.00264 0.77585 0.37250 -0.57 0.74 -0.56
H 0.35115 0.64722 1.29249 0.91 -0.03 3.26
H -0.26283 -1.26161 0.22124 2.38 1.26 -1.43
H 0.42966 -0.58279 -1.39513 0.14 0.18 0.51